Entry from the OMol25 dataset: C32H68BGeN4P2RuSe as an isolated structure (ωB97M-V/def2-TZVPD).

Summary:
energy relative to the best compared isomer or geometry (same formula, charge and spin)	0.0	kcal per mole
<S²>	0.76
net charge	+2
2S+1	2
DFT total energy	-6759.5463	hartree
F_max	0.0054	Eh/bohr
frontier orbital gap (alpha / beta)	7.01 / 5.95	eV

Last column: Mulliken charge in e.
Geometry (Å):
Ru 0.8031 -0.1557 -0.1312  -0.55
C -3.6468 2.9990 2.5504  -1.73
C -3.8937 2.2457 1.2341  2.11
C -5.2817 2.5689 0.6809  -1.66
C -3.8388 0.7486 1.5609  -2.41
P -2.4483 2.6438 0.1118  0.85
C -2.6007 1.4934 -1.3543  -1.23
N -2.3085 0.0936 -1.0936  0.24
B -1.1957 -0.6068 -0.4875  1.65
N -1.6456 -1.9529 -0.2818  0.21
C -0.9137 -3.0398 0.3200  -2.44
P 0.7114 -2.3565 0.8588  1.99
C 1.8917 -3.6674 0.2285  2.67
C 1.7457 -3.6796 -1.3038  -2.19
C 3.3127 -3.2664 0.6280  -2.19
C 1.6065 -5.1028 0.6938  -1.76
C 0.6343 -2.3511 2.7299  1.77
C 1.7784 -1.4692 3.2728  -1.62
C -0.7394 -1.7895 3.1444  -1.50
C 0.7502 -3.7343 3.3781  -1.81
C -2.9239 -2.0898 -0.7927  0.58
C -3.7421 -3.2125 -0.8468  -0.76
C -4.9872 -3.0705 -1.4287  -0.94
C -5.3951 -1.8398 -1.9505  -0.94
C -4.5787 -0.7233 -1.8999  -0.94
C -3.3244 -0.8512 -1.3073  0.30
C -2.6772 4.2896 -0.7730  1.86
C -3.7865 4.3269 -1.8307  -1.71
C -1.3448 4.6056 -1.4690  -1.51
C -2.9256 5.3929 0.2627  -2.03
H -4.4493 2.7621 3.2523  0.53
H -3.6227 4.0794 2.4303  0.31
H -2.7025 2.6896 3.0066  0.28
H -6.0335 2.1762 1.3696  0.49
H -5.4591 2.1017 -0.2902  0.29
H -5.4560 3.6390 0.5890  0.34
H -4.5088 0.5545 2.4014  0.77
H -2.8353 0.4298 1.8642  0.44
H -4.1650 0.1252 0.7312  0.25
H -1.9739 1.8888 -2.1594  0.49
H -3.6238 1.5644 -1.7142  0.18
H -0.7475 -3.8356 -0.4051  0.88
H -1.4675 -3.4796 1.1528  0.70
H 1.7117 -2.6793 -1.7325  -0.13
H 0.8529 -4.2155 -1.6219  0.48
H 2.5947 -4.2166 -1.7317  0.61
H 3.5344 -2.2344 0.3498  0.16
H 4.0332 -3.9184 0.1275  0.59
H 3.4733 -3.3731 1.7018  0.33
H 0.5520 -5.3712 0.6071  0.24
H 1.9313 -5.2971 1.7099  0.41
H 2.1611 -5.7828 0.0435  0.56
H 1.5098 -0.4166 3.3435  0.29
H 2.6920 -1.5382 2.6798  0.15
H 2.0267 -1.7851 4.2873  0.57
H -1.1105 -0.9839 2.5078  -0.06
H -0.6852 -1.4302 4.1745  0.48
H -1.5072 -2.5629 3.1189  0.35
H 1.7702 -4.1131 3.3557  0.36
H 0.0891 -4.4699 2.9197  0.35
H 0.4630 -3.6434 4.4279  0.56
H -3.4173 -4.1650 -0.4488  0.53
H -5.6521 -3.9209 -1.4877  0.43
H -6.3699 -1.7569 -2.4113  0.45
H -4.9264 0.2055 -2.3309  0.57
H -3.6787 3.5540 -2.5917  0.30
H -3.7297 5.2863 -2.3510  0.52
H -4.7816 4.2528 -1.3981  0.30
H -1.1540 3.9528 -2.3253  0.28
H -0.4970 4.5663 -0.7795  0.12
H -1.3809 5.6284 -1.8497  0.64
H -3.8938 5.2943 0.7477  0.33
H -2.9156 6.3592 -0.2458  0.55
H -2.1502 5.4147 1.0320  0.38
N 0.2711 0.9766 1.5123  0.55
C 1.4452 1.8332 1.8585  -0.74
C 1.4969 3.0706 0.9748  -0.87
C 1.7178 2.7651 -0.4994  -0.36
N 0.6681 1.8404 -1.0122  -0.15
H -0.5318 1.5780 1.2589  -0.71
H -0.0075 0.4213 2.3109  0.43
H 2.3582 1.2340 1.7659  0.53
H 1.3597 2.1237 2.9066  0.58
H 2.3051 3.7151 1.3215  0.57
H 0.5687 3.6337 1.1035  0.14
H 2.6884 2.2890 -0.6520  0.24
H 1.7184 3.6916 -1.0762  0.50
H 0.6961 1.8378 -2.0277  0.55
H -0.2418 2.2210 -0.7523  -1.50
C 5.1534 0.1935 0.3341  -1.17
Ge 5.6915 -0.4738 -1.4314  0.51
C 6.1766 1.0046 -2.5971  -1.17
C 7.0617 -1.8426 -1.2978  -1.18
C 4.0903 -1.3423 -2.2605  -0.96
Se 2.5504 -0.1850 -2.0527  0.20
C 1.4256 -0.7305 -3.5522  -1.24
H 5.8527 0.9643 0.6595  0.50
H 5.1587 -0.6003 1.0802  0.35
H 4.1568 0.6458 0.3082  0.12
H 7.0218 1.5511 -2.1789  0.41
H 5.3474 1.7031 -2.7158  0.35
H 6.4661 0.6387 -3.5820  0.37
H 7.9869 -1.4088 -0.9191  0.39
H 7.2679 -2.2787 -2.2749  0.38
H 6.7556 -2.6377 -0.6178  0.37
H 3.8880 -2.3268 -1.8557  0.17
H 4.2403 -1.4267 -3.3378  0.67
H 1.9155 -0.4224 -4.4717  0.47
H 0.4618 -0.2336 -3.4550  0.28
H 1.2821 -1.8072 -3.5366  0.41


Entry from the OMol25 dataset: a 8-piece molecular cluster, C17H50O8 overall (ωB97M-V/def2-TZVPD).

Summary:
energy relative to the best compared isomer or geometry (same formula, charge and spin)	71.7	kcal per mole
net charge	0
DFT total energy	-1279.4837	hartree
F_max	0.0565	Eh/bohr
frontier orbital gap	10.01	eV

Last column: Mulliken charge in e.
Geometry (Å):
C 1.4362 1.4801 3.2945  -0.89
C 0.9216 2.8434 2.7764  0.01
O 1.6813 3.2260 1.6572  -0.47
H 1.5173 0.7805 2.4626  -0.03
H 0.8058 1.0603 4.0784  0.39
H 2.4608 1.5899 3.6500  0.35
H 1.0324 3.5943 3.5586  0.45
H -0.1483 2.7798 2.5780  -0.09
H 2.2315 3.9874 1.8550  0.24
C -3.3920 3.0080 1.7339  -0.65
C -3.3125 4.5140 1.6817  -0.32
O -2.0202 4.8948 2.1271  -0.50
H -3.1580 2.6621 2.7407  0.32
H -2.6591 2.4391 1.1618  -0.10
H -4.3374 2.5675 1.4172  0.44
H -4.1546 4.8350 2.2949  0.30
H -3.4283 4.8623 0.6554  0.27
H -1.3607 4.6513 1.4734  0.27
C 2.5336 -1.4225 -4.8700  -1.01
C 1.1620 -1.4531 -4.1521  0.22
O 0.8493 -2.7082 -3.5589  -0.55
H 2.6740 -2.2823 -5.5250  0.32
H 3.3398 -1.3660 -4.1386  0.13
H 2.5753 -0.4987 -5.4470  0.34
H 0.4074 -1.2630 -4.9154  0.37
H 0.9885 -0.6483 -3.4377  -0.06
H -0.0486 -2.7455 -3.2211  0.29
C -5.2879 -0.9970 -0.7162  -1.10
C -4.1463 -0.2385 -1.4431  0.00
O -3.1729 -1.1749 -1.8239  -0.51
H -5.0204 -1.1113 0.3343  0.27
H -5.5909 -1.8670 -1.2988  0.28
H -6.1774 -0.3746 -0.6186  0.39
H -3.7418 0.5825 -0.8511  -0.03
H -4.4702 0.1832 -2.3946  0.38
H -2.6356 -1.2954 -1.0375  0.36
C -0.1167 0.3339 -0.8211  -0.42
C -0.6223 -0.2752 0.5512  0.01
O -1.5746 -1.3559 0.3370  -0.47
H -0.9775 0.9015 -1.1745  0.47
H 0.1292 -0.4841 -1.4983  -0.11
H 0.6925 1.0211 -0.5739  0.05
H -1.1630 0.4016 1.2128  0.14
H 0.1849 -0.6487 1.1812  0.06
H -1.5370 -1.9999 1.0479  0.16
C 3.6433 -1.9856 1.0485  -1.20
C 3.7361 -0.8350 -0.0633  0.14
O 3.8639 -1.4410 -1.3537  -0.50
H 3.4323 -1.5853 2.0401  0.32
H 4.5965 -2.5139 1.0285  0.39
H 2.8373 -2.6798 0.8108  0.27
H 4.6363 -0.2677 0.1732  0.38
H 2.8597 -0.1870 -0.0591  -0.08
H 4.3518 -0.7483 -1.8051  0.30
C 2.8583 4.7490 -2.8923  -1.19
C 2.5912 3.7360 -1.7942  -0.05
O 1.3105 3.9772 -1.1654  -0.49
H 3.0194 5.7882 -2.6057  0.31
H 2.0758 4.6859 -3.6485  0.30
H 3.8340 4.4515 -3.2764  0.35
H 3.2757 3.7290 -0.9459  0.31
H 2.6483 2.6915 -2.1006  0.19
H 1.4739 3.6226 -0.2884  0.35
C -1.0590 -5.3137 0.9347  -1.24
C -1.1916 -5.0152 2.3635  0.72
C 0.0845 -4.5715 2.9792  -1.30
O -1.9821 -3.8248 2.3864  -0.57
H -1.1705 -4.5564 0.1587  0.23
H -1.8698 -6.0082 0.7148  0.39
H -0.0831 -5.7577 0.7386  0.33
H -1.5985 -5.8305 2.9618  0.24
H 0.3931 -3.6141 2.5594  0.13
H 0.8941 -5.2884 2.8427  0.40
H -0.0556 -4.4388 4.0519  0.35
H -2.7751 -3.9577 1.8619  0.31


Entry from the OMol25 dataset: a 2-piece molecular cluster, C4H6Cl2 overall (ωB97M-V/def2-TZVPD).

Summary:
energy relative to the best compared isomer or geometry (same formula, charge and spin)	160.4	kcal per mole
net charge	0
DFT total energy	-1076.1266	hartree
F_max	0.0961	Eh/bohr
frontier orbital gap (alpha / beta)	7.59 / 7.59	eV

Last column: Mulliken charge in e.
Geometry (Å):
C 0.2682 0.0702 -0.1434  0.00
C -0.0609 -1.6946 2.1849  0.05
C 0.1388 1.5322 0.2686  -0.85
C 0.1944 -0.4505 -1.5486  -0.74
Cl -1.3006 -0.6034 2.6152  -0.08
Cl -0.5851 -2.9531 1.2623  -0.04
H -0.3768 1.7555 1.2351  0.27
H -0.4155 1.9813 -0.5684  0.29
H 1.1544 1.7374 0.2809  0.28
H 0.2106 -1.4920 -1.5722  0.27
H 1.2138 -0.0631 -1.7314  0.25
H -0.4413 0.1800 -2.2831  0.31


Entry from the OMol25 dataset: a 6-piece molecular cluster, C55H53F41O14S2 overall (ωB97M-V/def2-TZVPD).

Summary:
net charge	0
DFT total energy	-8071.6896	hartree
F_max	0.0612	Eh/bohr
frontier orbital gap	7.95	eV

Last column: Mulliken charge in e.
Geometry (Å):
C 1.4953 0.1717 2.9289  -1.07
C 1.7916 -1.3686 2.7645  -0.48
O 1.1912 -1.9850 1.6116  -0.12
C 1.7950 -1.6307 0.4300  1.05
C 3.0332 -0.8699 0.2812  -0.76
C 3.5802 -0.5397 -1.0236  -0.13
C 2.9176 -1.0053 -2.2709  -0.31
C 1.6666 -1.7722 -2.1608  0.20
C 0.9500 -2.2149 -3.4951  0.11
C 1.0412 -3.7895 -3.6216  -1.51
C -0.5384 -1.6599 -3.5873  0.17
C -1.0094 -1.5116 -5.1117  -1.29
C 1.1182 -2.0634 -0.8198  0.48
S -0.4633 -2.9701 -0.6155  -0.11
C -1.6216 -1.7757 0.2282  -0.37
C -1.6732 -0.3977 -0.5414  0.19
O -0.7349 0.3482 -0.4630  -0.52
O -2.8147 -0.1856 -1.2953  -0.14
C -3.2541 1.1835 -1.2596  -0.48
C -4.8073 1.3197 -0.9182  0.71
C -5.6574 0.0841 -1.3531  -1.29
O -5.2115 2.5534 -1.5871  -0.11
C -6.2768 3.1523 -0.9137  0.29
O -7.3993 2.9209 -1.2793  -0.48
C -6.0922 4.1117 0.3169  -0.50
S -6.2055 3.1967 1.9413  -0.18
C 3.6219 -0.6266 -3.5882  -0.13
O 3.7653 -1.3336 -4.5587  -0.55
C 4.2488 0.8122 -3.6273  0.58
C 4.2515 1.6525 -4.8055  -1.14
C 4.8893 2.9801 -4.7244  0.62
F 4.8973 3.7120 -5.8859  -0.32
C 5.4837 3.5215 -3.5200  0.55
C 6.1704 4.9030 -3.3460  -0.22
C 5.7552 6.0115 -4.3698  -0.68
O 6.7922 6.0202 -5.4028  -0.25
C 6.5656 7.0276 -6.3279  0.09
O 6.4402 6.7102 -7.4805  -0.45
C 5.4652 2.6335 -2.3299  -1.06
C 4.8839 1.3009 -2.3775  0.19
C 4.8843 0.3196 -1.1605  -0.31
O 5.8250 0.2238 -0.4119  -0.54
H 2.3901 0.6211 3.4536  0.34
H 1.3431 0.7238 1.9699  0.25
H 0.6384 0.2976 3.6429  0.37
H 1.3549 -1.9071 3.6716  0.25
H 2.9023 -1.5583 2.8243  0.45
H 3.5998 -0.5113 1.1695  0.42
H 1.4694 -1.7952 -4.4014  0.59
H 1.1061 -4.0913 -4.7075  0.38
H 2.0270 -4.1082 -3.1787  0.35
H 0.1681 -4.2888 -3.1334  0.32
H -0.6543 -0.6533 -3.1054  0.07
H -1.2809 -2.3626 -3.1214  0.16
H -2.1202 -1.7220 -5.1070  0.40
H -0.9094 -0.4613 -5.4900  0.18
H -0.5413 -2.2731 -5.7847  0.34
H -2.6568 -2.2180 0.2706  0.47
H -1.2421 -1.6523 1.2761  0.27
H -3.1295 1.6098 -2.2980  0.00
H -2.7174 1.8248 -0.5168  0.39
H -4.8482 1.5205 0.1919  -0.04
H -5.6677 -0.0572 -2.4696  0.28
H -6.7301 0.3242 -1.0830  0.41
H -5.4105 -0.8550 -0.7979  0.31
H -6.8932 4.8906 0.3385  0.43
H -5.1110 4.6452 0.2495  0.36
H -6.4663 1.8928 1.5780  0.14
H 3.7708 1.2593 -5.7267  0.45
H 7.2889 4.7800 -3.2790  0.12
H 5.8691 5.2835 -2.3245  0.39
H 5.7985 7.0211 -3.8822  0.48
H 4.7396 5.8586 -4.8171  0.36
H 6.5467 8.1255 -6.0964  0.36
H 5.9250 2.9672 -1.3651  0.36
C -2.1768 3.0713 -6.3007  -0.69
C -2.9291 3.0264 -7.6447  0.90
C -3.0856 4.3599 -8.3771  0.12
F -3.7717 5.2695 -7.6599  -0.21
F -3.7744 4.1779 -9.5319  -0.28
F -4.1294 2.4323 -7.4575  -0.27
F -2.2217 2.1950 -8.4639  -0.34
O -2.9650 3.1217 -5.1104  -0.30
C -3.4252 4.3703 -4.6784  0.76
C -4.9511 4.4866 -4.7358  0.48
F -5.4241 4.2703 -5.9800  -0.25
F -5.3509 5.7308 -4.3756  -0.28
F -2.7995 5.3477 -5.3610  -0.30
F -3.0239 4.4941 -3.3930  -0.29
H -1.6498 2.1182 -6.2238  0.29
H -1.3873 3.8255 -6.2940  0.32
H -2.1086 4.7808 -8.6334  0.28
H -5.4209 3.7630 -4.0648  0.01
C 1.5623 -5.3017 2.5931  0.02
C 1.3892 -5.1096 4.1136  0.82
C 2.3928 -5.8465 5.0018  0.06
F 2.3462 -7.1809 4.8424  -0.22
F 2.1225 -5.6030 6.3106  -0.28
F 0.1182 -5.4160 4.4547  -0.28
F 1.5334 -3.7701 4.3617  -0.33
O 0.7325 -6.2746 1.9580  -0.36
C 1.1474 -7.6102 1.9832  0.70
C 0.2033 -8.5027 2.7931  0.50
F 0.0771 -8.0719 4.0659  -0.25
F 0.6736 -9.7713 2.8543  -0.29
F 2.4253 -7.6819 2.4040  -0.31
F 1.1514 -8.0274 0.6984  -0.28
H 1.2530 -4.3583 2.1367  -0.36
H 2.6102 -5.4167 2.3078  0.41
H 3.4134 -5.5055 4.8023  0.28
H -0.7927 -8.5235 2.3438  0.02
C 11.0734 4.3820 0.6055  -0.76
C 10.2844 4.4650 -0.7152  0.93
C 10.0726 5.8661 -1.2900  0.07
F 9.3838 6.6718 -0.4599  -0.21
F 9.3538 5.7913 -2.4400  -0.25
F 9.1042 3.8198 -0.5651  -0.23
F 10.9882 3.7511 -1.6400  -0.34
O 10.3179 4.2775 1.8130  -0.40
C 9.8379 5.4564 2.3915  0.76
C 8.3082 5.5331 2.3853  0.19
F 7.8089 5.4404 1.1347  -0.19
F 7.8919 6.7181 2.8910  -0.26
F 10.4174 6.5219 1.8067  -0.28
F 10.2702 5.4501 3.6711  -0.30
H 11.6266 3.4420 0.5622  0.39
H 11.8430 5.1533 0.6761  0.36
H 11.0290 6.3427 -1.5239  0.28
H 7.8780 4.7265 2.9831  0.23
C -5.8086 -10.6050 3.3631  -0.74
C -4.9693 -9.3690 2.9871  0.85
C -4.2223 -9.4541 1.6543  0.15
F -3.3418 -10.4689 1.6179  -0.21
F -3.5039 -8.3261 1.4395  -0.27
F -4.1215 -9.0838 4.0008  -0.25
F -5.8291 -8.3113 2.9095  -0.34
O -5.2012 -11.5451 4.2519  -0.41
C -4.3499 -12.4959 3.6757  0.74
C -2.8932 -12.3278 4.1231  0.20
F -2.4200 -11.0930 3.8390  -0.16
F -2.0978 -13.2173 3.4851  -0.26
F -4.4905 -12.4785 2.3374  -0.27
F -4.7983 -13.7036 4.0817  -0.30
H -6.6683 -10.2278 3.9205  0.40
H -6.2405 -11.0943 2.4883  0.35
H -4.9196 -9.5683 0.8189  0.30
H -2.7950 -12.4828 5.1998  0.23
C -6.3118 4.1447 5.5603  -0.10
C -5.3799 5.3693 5.6407  0.84
C -4.3050 5.3316 6.7281  0.11
F -4.8220 5.2455 7.9677  -0.21
F -3.5688 6.4716 6.6941  -0.28
F -6.1317 6.4888 5.7411  -0.28
F -4.7369 5.4546 4.4386  -0.31
O -7.5860 4.2517 6.1974  -0.45
C -7.6602 3.9823 7.5676  0.75
C -8.0408 5.2169 8.3902  0.21
F -7.1683 6.2280 8.2042  -0.21
F -8.0331 4.9247 9.7125  -0.26
F -6.5147 3.4095 7.9834  -0.28
F -8.6226 3.0451 7.7143  -0.30
H -6.5577 4.0288 4.5028  -0.15
H -5.8019 3.2173 5.8295  0.38
H -3.6240 4.4892 6.5736  0.28
H -9.0364 5.5728 8.1156  0.24


Entry from the OMol25 dataset: one molecule with the formula C19H20N2O4 (ωB97M-V/def2-TZVPD).

Summary:
energy relative to the best compared isomer or geometry (same formula, charge and spin)	51.5	kcal per mole
net charge	0
DFT total energy	-1146.5033	hartree
F_max	0.0147	Eh/bohr
frontier orbital gap	8.73	eV

Last column: Mulliken charge in e.
Geometry (Å):
C -6.7216 -0.1625 0.1275  -0.81
H -6.7919 -0.1175 -0.9644  0.33
O -5.9218 0.8749 0.6376  -0.46
C -4.6167 0.9433 0.2450  0.76
C -3.9880 0.0469 -0.6066  -0.64
C -2.6504 0.2077 -0.9415  -0.37
C -1.9208 1.2661 -0.4275  0.40
C -2.5540 2.1687 0.4294  -0.44
C -3.8788 2.0113 0.7603  -0.56
H -4.3722 2.7058 1.4210  0.41
H -1.9825 2.9958 0.8197  0.42
O -0.6051 1.5549 -0.7011  -0.42
C 0.2050 0.6350 -1.3823  -1.35
C 0.7533 -0.4785 -0.4742  0.55
H 1.5610 -1.0063 -0.9997  0.64
C 1.3059 0.0984 0.8441  -1.20
N 2.4747 0.8874 0.6083  0.23
C 2.5566 2.2459 0.5042  -0.11
N 3.7418 2.6838 0.2217  -0.74
C 4.5291 1.5626 0.1143  0.23
C 5.8835 1.4312 -0.1716  -0.73
C 6.4055 0.1558 -0.2179  -0.42
C 5.6143 -0.9724 0.0118  -0.76
C 4.2681 -0.8681 0.2992  -0.47
C 3.7395 0.4125 0.3484  0.79
H 3.6590 -1.7426 0.4732  0.48
H 6.0688 -1.9507 -0.0374  0.39
H 7.4541 0.0189 -0.4378  0.37
H 6.4923 2.3030 -0.3485  0.43
H 1.6977 2.8725 0.6503  0.45
H 1.5566 -0.7323 1.5113  0.50
H 0.5369 0.7191 1.3117  0.20
O -0.2922 -1.4087 -0.1979  -0.18
C 0.0659 -2.6429 0.1856  0.70
O 1.2081 -2.9920 0.3176  -0.54
C -1.1464 -3.5057 0.3964  -1.19
H -2.0179 -2.8853 0.5806  0.29
H -1.3110 -4.0975 -0.5024  0.30
H -0.9707 -4.1866 1.2242  0.36
H -0.3091 0.1907 -2.2411  0.33
H 1.0532 1.2216 -1.7478  0.54
H -2.2002 -0.5163 -1.6007  0.34
H -4.5230 -0.7900 -1.0273  0.39
H -7.7105 -0.0108 0.5572  0.24
H -6.3460 -1.1468 0.4271  0.32